# C15H27IrN2O3P

C15H27IrN2O3P as an isolated structure in a non-equilibrium geometry (ωB97M-V with the def2-TZVPD basis set, OMol25).

```
49
Properties=species:S:1:pos:R:3:mulliken_charge:R:1
C 0.057 -0.513 -2.931 -1.114
C -0.677 0.721 -2.501 0.707
N -0.428 1.113 -1.249 0.078
C -0.803 2.354 -0.783 1.002
C -1.721 3.097 -1.582 -0.953
C -2.084 2.639 -2.837 -0.654
C -1.541 1.446 -3.321 -0.768
C -0.219 2.787 0.411 -1.261
P 0.834 1.703 1.359 0.744
H -1.767 1.044 -4.305 0.544
H -2.077 4.041 -1.180 0.521
H -2.775 3.211 -3.455 0.451
C -0.977 -2.125 -1.468 -1.137
C 1.385 -2.344 -1.994 -1.125
H -0.571 3.720 0.845 0.469
H 1.032 -0.260 -3.373 0.377
H -0.531 -1.072 -3.669 0.513
C 0.119 1.495 3.019 -1.087
C 2.367 2.638 1.649 -1.267
H 0.758 0.826 3.613 0.373
H 0.056 2.471 3.521 0.525
H -0.885 1.060 2.937 0.088
H 3.086 1.999 2.181 0.403
H 2.787 2.979 0.693 0.354
H 2.134 3.520 2.263 0.468
H 1.109 -2.978 -2.852 0.384
H 2.297 -1.780 -2.223 0.376
H 1.554 -2.973 -1.111 0.333
H -1.222 -2.700 -2.379 0.410
H -0.832 -2.810 -0.624 0.366
H -1.792 -1.429 -1.237 0.336
C 2.130 -0.925 1.011 0.275
O 2.907 -1.484 1.673 -0.462
Ir 0.831 -0.066 -0.006 1.925
O 2.483 0.802 -1.361 -0.585
H 3.156 1.093 -0.704 0.338
H 2.168 1.626 -1.785 0.340
N 0.288 -1.376 -1.718 -0.165
C -2.118 -1.527 2.845 -1.477
C -0.761 -1.675 2.170 0.915
C -0.450 -3.142 1.923 -1.531
O -0.783 -0.901 0.985 -0.352
H -2.908 -1.940 2.207 0.345
H -2.347 -0.477 3.037 0.350
H -2.125 -2.064 3.799 0.420
H -0.006 -1.281 2.880 0.028
H -1.275 -3.619 1.380 0.447
H 0.478 -3.272 1.360 0.298
H -0.337 -3.651 2.887 0.433
```

## Properties
Net charge: +2
Expectation value of S²: 8.805
Multiplicity: 6
Relative energy (zero: lowest compared OMol25 entry of this formula, charge and spin) in kJ/mol: 0.0
Lowest unoccupied orbital energy (alpha / beta) in eV: -5.94 / -10.60
Highest occupied orbital energy (alpha / beta) in eV: -12.385 / -16.583